A cluster of 2 separate species, CH2FNO2 in total in a non-equilibrium geometry. Source: OMol25; level of theory: the ωB97M-V functional and the def2-TZVPD basis.

The calculation puts the frontier orbital gap at 9.3 eV. The value obtained for the LUMO energy is -1.943 eV. For the HOMO energy, the calculation gives -11.28 eV. The total energy comes out at -344.18527 Eh.

Geometry as ORCA input:
```
! wB97M-V def2-TZVPD RIJCOSX def2/J DEFGRID3
* xyz 0 1
C 0.711 -0.801 -0.044
N 0.250 0.312 0.711
O 1.824 -1.031 -0.166
O -1.484 0.251 -0.263
F 0.620 1.523 0.252
H -0.210 -1.425 -0.203
H -1.710 1.171 -0.286
*
```


A structure of composition C30H29BaCl3FGeN4O6S in a non-equilibrium geometry. Source: OMol25; level of theory: the ωB97M-V functional and the def2-TZVPD basis.

The calculation puts the frontier orbital gap (alpha / beta) at 5.9 / 4.2 eV. As for the expectation value of S²: 0.794. The value obtained for the LUMO energy (alpha / beta) is 3.710 / 1.992 eV. For the HOMO energy (alpha / beta), the calculation gives -2.20 / -2.20 eV. The total energy comes out at -5812.43087 Eh.

Geometry as ORCA input:
```
! wB97M-V def2-TZVPD RIJCOSX def2/J DEFGRID3
* xyz -2 2
Ba 0.521 1.663 0.072
C 1.884 -0.015 -3.794
C 1.799 -1.512 -3.466
C 2.442 -2.338 -4.573
C 0.347 -1.881 -3.205
C -0.464 -2.345 -4.236
C -1.828 -2.536 -4.051
C -2.411 -2.230 -2.834
C -1.637 -1.777 -1.768
C -2.229 -1.515 -0.395
C -3.556 -0.768 -0.459
C -2.352 -2.818 0.395
C -0.261 -1.647 -1.962
N 0.487 -1.226 -0.828
C 1.414 -2.066 -0.334
C 1.557 -3.436 -0.704
C 2.514 -4.234 -0.131
C 3.374 -3.714 0.855
C 3.257 -2.401 1.275
C 2.296 -1.598 0.694
F 2.209 -0.353 1.119
H 2.920 0.283 -3.975
H 1.523 0.609 -2.979
H 1.292 0.205 -4.687
H 2.380 -1.677 -2.564
H 2.021 -2.099 -5.554
H 2.328 -3.413 -4.402
H 3.511 -2.113 -4.618
H -0.027 -2.548 -5.205
H -2.437 -2.906 -4.867
H -3.480 -2.341 -2.703
H -1.515 -0.881 0.131
H -4.322 -1.335 -0.999
H -3.422 0.201 -0.944
H -3.928 -0.594 0.556
H -3.014 -3.521 -0.123
H -2.761 -2.624 1.391
H -1.379 -3.302 0.522
H 0.882 -3.833 -1.451
H 2.603 -5.268 -0.435
H 4.135 -4.346 1.297
H 3.882 -1.965 2.046
O -2.323 3.496 -2.152
C -1.877 3.034 -1.112
O -1.520 1.807 -0.896
C -1.698 3.986 0.104
C -1.958 5.332 -0.079
C -1.723 6.190 0.985
C -1.262 5.674 2.185
C -1.052 4.309 2.294
N -1.270 3.473 1.271
H -2.311 5.666 -1.043
H -1.878 7.257 0.872
H -1.036 6.312 3.029
H -0.678 3.851 3.211
N 0.374 -2.334 6.536
C -0.048 -1.703 5.673
C -0.661 -0.937 4.596
C -1.951 -0.463 4.723
C -2.507 0.226 3.663
C -1.754 0.392 2.513
N -0.503 -0.064 2.385
C 0.040 -0.682 3.429
H -2.502 -0.628 5.639
H -3.508 0.633 3.721
H -2.163 0.904 1.644
H 1.070 -1.004 3.334
Cl 4.270 1.487 3.367
Ge 2.521 2.732 2.335
Cl 2.893 4.778 3.287
Cl 0.730 2.120 4.724
O 3.211 4.191 -1.565
S 2.766 3.312 -0.513
O 1.485 3.784 0.128
O 2.509 1.899 -1.004
O 3.761 3.186 0.607
*
```


A structure of composition C37H38IKN6O4Sb2. Source: OMol25; level of theory: the ωB97M-V functional and the def2-TZVPD basis.

The calculation puts the frontier orbital gap at 7.5 eV. The value obtained for the LUMO energy is -0.190 eV. For the HOMO energy, the calculation gives -7.66 eV. The total energy comes out at -3440.29784 Eh.

Geometry as ORCA input:
```
! wB97M-V def2-TZVPD RIJCOSX def2/J DEFGRID3
* xyz 0 1
K 0.359 0.705 -0.188
C 2.379 4.797 1.719
C 3.470 4.377 2.457
C 3.964 3.102 2.253
C 3.349 2.273 1.318
N 2.258 2.657 0.651
C 1.804 3.893 0.840
C 3.899 0.916 1.019
C 5.243 0.648 1.265
C 5.719 -0.629 1.040
C 4.853 -1.591 0.558
C 3.535 -1.233 0.277
N 3.075 -0.003 0.513
C 2.587 -2.255 -0.271
C 3.054 -3.435 -0.847
C 2.147 -4.397 -1.259
C 0.793 -4.157 -1.098
C 0.416 -2.937 -0.563
N 1.280 -2.009 -0.161
H 1.965 5.790 1.834
H 3.930 5.031 3.186
H 4.803 2.756 2.840
H 0.923 4.165 0.270
H 5.911 1.421 1.614
H 6.753 -0.873 1.242
H 5.200 -2.604 0.417
H 4.110 -3.610 -0.991
H 2.497 -5.321 -1.701
H 0.043 -4.880 -1.392
H -0.637 -2.701 -0.445
O -1.244 2.735 -0.510
C -1.255 3.502 -1.479
C -0.647 3.383 -2.767
C -0.876 4.477 -3.617
C -0.378 4.527 -4.887
C 0.388 3.445 -5.389
C 0.633 2.370 -4.603
C 0.156 2.260 -3.239
O 0.441 1.252 -2.560
N -0.634 5.680 -5.714
O -1.296 6.598 -5.254
O -0.177 5.680 -6.847
H -1.812 4.453 -1.371
H -1.467 5.315 -3.266
H 0.766 3.502 -6.400
H 1.219 1.535 -4.966
C -4.594 -1.056 -3.164
Sb -2.834 -0.282 -2.175
C -1.439 -1.607 -3.132
C -3.192 -1.235 -0.233
C -3.116 -2.724 0.001
C -3.317 -3.628 -1.041
C -3.246 -5.000 -0.854
C -2.975 -5.501 0.410
C -2.806 -4.620 1.465
C -2.880 -3.236 1.294
C -2.711 -2.359 2.498
Sb -0.641 -1.750 2.818
C -0.911 -1.306 4.908
C 0.114 -3.745 3.114
H -4.495 -2.095 -3.471
H -4.786 -0.447 -4.048
H -5.449 -0.964 -2.493
H -1.509 -2.639 -2.796
H -0.430 -1.224 -2.978
H -1.658 -1.563 -4.201
H -4.207 -0.882 -0.010
H -2.544 -0.701 0.466
H -3.535 -3.243 -2.027
H -3.408 -5.669 -1.690
H -2.917 -6.569 0.580
H -2.627 -5.010 2.461
H -3.025 -2.894 3.394
H -3.295 -1.443 2.429
H -1.478 -2.092 5.406
H -1.439 -0.358 5.014
H 0.065 -1.215 5.386
H -0.300 -4.200 4.015
H 1.200 -3.703 3.200
H -0.141 -4.360 2.251
I 0.867 4.504 5.660
C 0.042 3.515 4.045
C -0.796 4.038 3.092
N -1.056 3.036 2.232
N -0.406 1.905 2.541
C 0.249 2.180 3.661
H -1.216 5.023 2.981
H -1.497 3.087 1.308
H 0.841 1.425 4.154
*
```


A cluster of 7 separate species, C16H47NO13 in total in a non-equilibrium geometry. Source: OMol25; level of theory: the ωB97M-V functional and the def2-TZVPD basis.

The calculation puts the frontier orbital gap at 10.1 eV. The value obtained for the LUMO energy is 0.448 eV. For the HOMO energy, the calculation gives -9.65 eV. Its SMILES is COC[C@H](C)N.OCCO.OCCO.OCCO.OCCO.OCCO.OCCO. The total energy comes out at -1670.52261 Eh.

Geometry as ORCA input:
```
! wB97M-V def2-TZVPD RIJCOSX def2/J DEFGRID3
* xyz 0 1
C 6.552 9.433 11.273
O 6.697 10.662 11.954
C 6.111 10.587 13.268
C 7.153 9.878 14.253
C 6.732 9.800 15.702
N 8.459 10.553 14.232
H 7.008 8.585 11.751
H 7.127 9.537 10.328
H 5.542 9.247 10.958
H 6.072 11.656 13.552
H 5.117 10.229 13.252
H 7.426 8.856 13.929
H 5.697 9.616 15.777
H 6.800 10.802 16.165
H 7.267 8.983 16.319
H 8.434 11.344 14.888
H 8.625 10.880 13.300
O 13.207 10.868 7.981
C 13.754 12.093 7.527
C 14.194 13.097 8.622
O 13.236 13.224 9.679
H 12.224 11.017 8.171
H 14.704 11.842 6.962
H 13.069 12.506 6.784
H 14.366 14.095 8.205
H 15.111 12.849 9.059
H 12.843 12.322 9.730
O 9.683 8.190 13.164
C 10.607 7.220 13.539
C 10.536 6.952 15.008
O 11.752 6.249 15.381
H 9.575 8.950 13.783
H 10.540 6.300 12.858
H 11.596 7.497 13.373
H 9.635 6.359 15.304
H 10.413 7.891 15.618
H 12.435 6.956 15.421
O 14.013 9.040 9.863
C 14.136 7.659 9.780
C 13.802 7.067 11.163
O 13.457 5.742 11.184
H 13.961 9.374 8.977
H 13.439 7.358 9.029
H 15.084 7.288 9.349
H 13.078 7.695 11.682
H 14.623 7.179 11.868
H 12.513 5.691 11.057
O 11.970 10.555 10.819
C 10.904 9.633 10.345
C 9.920 10.254 9.309
O 10.513 11.118 8.345
H 12.726 9.991 10.694
H 11.356 8.878 9.757
H 10.285 9.262 11.242
H 9.120 10.832 9.752
H 9.438 9.401 8.870
H 9.996 11.933 8.296
O 9.258 13.222 7.477
C 9.317 14.636 7.293
C 10.256 15.133 8.392
O 9.550 15.409 9.570
H 8.562 12.843 6.947
H 9.777 14.844 6.295
H 8.386 15.152 7.435
H 10.710 16.049 8.041
H 11.052 14.349 8.616
H 9.409 14.567 9.996
O 10.333 12.956 11.603
C 10.891 13.890 12.474
C 9.834 14.540 13.426
O 10.370 15.659 14.087
H 10.934 12.273 11.337
H 11.602 13.397 13.159
H 11.464 14.570 11.820
H 9.486 13.800 14.115
H 8.965 14.858 12.836
H 11.133 15.923 13.489
*
```


A structure of composition C23H40Cl3N4O3SiSr in a non-equilibrium geometry. Source: OMol25; level of theory: the ωB97M-V functional and the def2-TZVPD basis.

The calculation puts the frontier orbital gap at 7.1 eV. The value obtained for the LUMO energy is 2.291 eV. For the HOMO energy, the calculation gives -4.79 eV. The total energy comes out at -3046.15583 Eh.

Geometry as ORCA input:
```
! wB97M-V def2-TZVPD RIJCOSX def2/J DEFGRID3
* xyz -1 1
C -1.981 -1.822 -3.517
C -0.963 -2.761 -2.956
H -1.453 -1.114 -4.170
H -2.514 -1.253 -2.734
H -2.721 -2.416 -4.081
C -0.352 -3.653 -3.793
C -0.515 -3.601 -5.258
H 0.242 -4.465 -3.416
H -0.129 -2.646 -5.654
H -1.538 -3.798 -5.629
H 0.096 -4.380 -5.720
Sr -1.985 1.875 1.098
Cl -4.299 2.336 2.545
Cl -2.284 -0.788 1.631
C -1.024 1.139 3.967
O -0.520 1.983 3.177
N -0.320 0.410 4.811
C 1.136 0.537 4.804
C -0.922 -0.655 5.611
H -2.096 0.923 3.936
H 1.383 1.594 4.654
H 1.605 -0.076 4.015
H 1.526 0.201 5.766
H -1.970 -0.369 5.835
H -0.358 -0.774 6.544
H -0.895 -1.638 5.099
H -0.361 5.240 -4.104
H 0.743 1.974 -2.769
C 0.674 5.071 -3.816
C 1.357 2.834 -3.021
N 0.719 4.083 -2.761
H 1.075 6.026 -3.474
C 0.249 4.402 -1.544
O -0.014 3.575 -0.639
H 2.228 2.706 -2.362
H 0.126 5.492 -1.451
H 1.226 4.706 -4.675
H 1.521 2.850 -4.099
O -0.621 -1.457 -0.875
C -0.866 -2.778 -1.441
C 1.154 -4.362 -1.347
C -0.109 -3.997 -0.902
H 1.670 -3.700 -2.069
C 1.786 -5.459 -0.790
H -1.880 -2.902 -1.054
C -0.790 -4.820 0.017
H 2.835 -5.669 -1.060
C 1.162 -6.263 0.165
C -0.143 -5.932 0.547
H -1.754 -4.476 0.389
H 1.667 -7.109 0.646
H -0.624 -6.507 1.331
Si 1.068 -0.910 -0.347
Cl 1.068 -0.061 -2.463
C 2.759 -1.504 -0.805
C 0.978 -1.846 1.441
C 1.301 0.827 0.371
H 2.998 -2.548 -0.655
H 3.489 -0.951 -0.213
H 2.937 -1.246 -1.856
H 2.304 1.109 -0.021
H 1.243 1.026 1.458
H 0.562 1.469 -0.137
H 1.388 -2.862 1.431
H -0.064 -1.940 1.778
H 1.469 -1.341 2.284
N -1.713 6.048 3.408
C -0.952 6.663 2.431
C -1.051 5.862 1.318
N -1.837 4.736 1.606
C -2.255 4.892 2.872
H -1.905 6.371 4.369
H -0.416 7.609 2.583
H -0.615 6.025 0.323
H -2.936 4.253 3.418
*
```


A structure of composition C36H56F3IN2O9S3 in a non-equilibrium geometry. Source: OMol25; level of theory: the ωB97M-V functional and the def2-TZVPD basis.

The calculation puts the frontier orbital gap at 6.3 eV. The value obtained for the LUMO energy is -0.619 eV. For the HOMO energy, the calculation gives -6.95 eV. The total energy comes out at -3983.26096 Eh.

Geometry as ORCA input:
```
! wB97M-V def2-TZVPD RIJCOSX def2/J DEFGRID3
* xyz 0 1
C 3.044 1.579 5.033
C 3.906 0.405 5.411
O 4.038 0.173 6.581
N 4.541 -0.364 4.296
H 4.813 -1.404 4.700
H 3.708 -0.660 3.644
C 5.805 0.270 3.747
H 2.792 1.525 3.971
H 3.381 2.582 5.062
H 2.002 1.421 5.525
H 5.565 1.384 3.547
H 6.180 -0.313 2.818
H 6.467 0.167 4.518
C -0.021 -2.676 1.240
C -0.421 -1.214 1.504
O -1.270 -0.620 0.684
N 0.165 -0.559 2.671
H 0.246 -1.317 3.422
H 1.240 -0.301 2.524
C -0.368 0.802 3.065
H 0.948 -2.581 1.738
H 0.001 -2.963 0.201
H -0.431 -3.477 1.785
H -0.210 1.564 2.160
H 0.110 1.168 3.792
H -1.573 0.804 3.288
I -0.750 -2.559 5.509
O 2.677 -0.528 2.303
H 2.771 -0.609 1.474
F 1.819 6.044 2.053
C 2.588 5.131 1.427
C 3.517 5.434 0.481
C 4.281 4.538 -0.229
C 3.880 3.244 -0.108
C 2.957 2.798 0.829
C 2.335 3.698 1.706
H 3.719 6.500 0.604
H 5.047 4.928 -0.727
H 4.316 2.544 -0.697
H 2.636 1.734 1.037
H 1.533 3.310 2.366
F -5.453 0.281 -0.095
C -4.852 -0.687 0.524
C -4.336 -0.623 1.873
C -3.817 -1.711 2.504
C -3.719 -2.885 1.746
C -4.058 -2.913 0.441
C -4.684 -1.807 -0.208
H -4.564 0.280 2.306
H -3.286 -1.555 3.525
H -3.213 -3.685 2.192
H -3.820 -3.744 -0.217
H -4.908 -1.943 -1.253
F -1.773 -5.287 -0.135
C -1.836 -5.308 -1.550
C -2.132 -4.165 -2.347
C -2.268 -4.246 -3.697
C -1.895 -5.461 -4.376
C -1.577 -6.640 -3.612
C -1.421 -6.527 -2.205
H -2.444 -3.322 -1.591
H -2.715 -3.352 -4.322
H -2.120 -5.670 -5.439
H -1.293 -7.591 -4.111
H -1.375 -7.210 -1.544
C -2.760 6.363 2.082
C -1.358 6.243 1.816
C -1.192 5.818 0.521
S -2.381 4.620 0.382
O -1.988 3.446 1.238
O -2.635 4.336 -0.964
C -3.617 5.580 1.229
H -3.099 7.432 1.918
H -3.021 6.291 3.116
H -0.978 5.440 2.483
H -0.756 6.786 2.080
H -0.119 5.788 0.353
H -1.360 6.618 -0.083
H -4.286 4.847 1.645
H -3.979 6.068 0.542
C -2.682 0.287 -4.158
C -2.518 1.384 -3.080
C -1.469 1.089 -2.195
S -0.427 -0.014 -2.893
O -0.422 -1.206 -2.115
O 0.832 0.673 -3.185
C -1.211 -0.249 -4.397
H -3.131 0.635 -5.100
H -3.366 -0.572 -3.782
H -3.450 1.571 -2.696
H -2.352 2.481 -3.565
H -2.020 0.459 -1.309
H -0.962 2.025 -1.616
H -1.310 -1.183 -4.669
H -0.729 0.272 -5.212
C 3.100 -2.574 -2.884
C 2.381 -3.793 -2.298
C 1.260 -3.993 -3.042
S 1.654 -3.579 -4.754
O 0.767 -2.640 -5.367
O 2.123 -4.813 -5.354
C 3.088 -2.615 -4.425
H 4.081 -2.106 -2.689
H 2.550 -1.752 -2.357
H 2.186 -3.500 -1.175
H 3.190 -4.656 -2.110
H 0.326 -3.282 -2.766
H 0.715 -4.989 -3.105
H 2.868 -1.626 -4.634
H 4.010 -3.263 -4.819
*
```


An isolated molecule of C4H6 in a non-equilibrium geometry. Source: OMol25; level of theory: the ωB97M-V functional and the def2-TZVPD basis.

The calculation puts the frontier orbital gap at 11.1 eV. The value obtained for the LUMO energy is 1.139 eV. For the HOMO energy, the calculation gives -9.97 eV. Its SMILES is C#CCC. The total energy comes out at -155.93667 Eh.

Geometry as ORCA input:
```
! wB97M-V def2-TZVPD RIJCOSX def2/J DEFGRID3
* xyz 0 1
C -0.246 0.293 -2.023
C 0.011 0.140 -0.867
C 0.314 -0.202 0.511
C -0.878 -1.013 1.052
H -0.286 0.299 -3.089
H 1.243 -0.787 0.569
H 0.446 0.691 1.079
H -0.957 -2.007 0.635
H -0.785 -1.118 2.150
H -1.807 -0.525 0.780
*
```


A cluster of 2 separate species, C3H9NO3 in total in a non-equilibrium geometry. Source: OMol25; level of theory: the ωB97M-V functional and the def2-TZVPD basis.

The calculation puts the frontier orbital gap at 10.3 eV. The value obtained for the LUMO energy is 0.617 eV. For the HOMO energy, the calculation gives -9.68 eV. Its SMILES is NC(=O)CCO.O. The total energy comes out at -400.13755 Eh.

Geometry as ORCA input:
```
! wB97M-V def2-TZVPD RIJCOSX def2/J DEFGRID3
* xyz 0 1
N 2.009 1.340 1.841
C 2.633 0.537 0.977
O 3.793 0.051 0.955
C 1.668 0.399 -0.222
C 0.525 -0.573 0.194
O -0.648 -0.391 -0.477
H 2.395 1.525 2.762
H 1.106 1.854 1.593
H 1.250 1.273 -0.651
H 2.187 -0.053 -1.083
H 1.009 -1.486 -0.103
H 0.590 -0.653 1.317
H -0.209 -0.554 -1.414
O -6.059 -1.066 -1.520
H -6.354 -1.826 -1.983
H -5.894 -0.377 -2.185
*
```


The ion C6H5N4S2 with charge +1 in a non-equilibrium geometry. Source: OMol25; level of theory: the ωB97M-V functional and the def2-TZVPD basis.

The calculation puts the frontier orbital gap (alpha / beta) at 5.9 / 5.9 eV. The value obtained for the LUMO energy (alpha / beta) is -6.508 / -6.509 eV. For the HOMO energy (alpha / beta), the calculation gives -12.42 / -12.42 eV. The total energy comes out at -1246.54604 Eh.

Geometry as ORCA input:
```
! wB97M-V def2-TZVPD RIJCOSX def2/J DEFGRID3
* xyz 1 1
C 1.400 1.392 -0.860
C 0.075 0.859 -0.800
C 2.219 1.135 0.231
C -0.228 0.514 0.603
C -3.595 0.920 0.397
C -1.083 -0.702 1.029
N -2.533 1.255 0.867
N -1.476 0.630 1.402
N -2.206 -2.520 0.197
N -1.979 -1.337 0.139
S -5.005 0.926 -0.238
S 1.375 0.595 1.547
H 1.697 1.806 -1.794
H -0.537 0.769 -1.701
H 3.225 1.343 0.204
H -0.662 -1.220 1.940
H -1.760 -3.239 0.820
*
```


Question: Look up the total energy of the eighth one.
Answer: -400.13755 Eh